This record from the OMol25 dataset describes a molecular structure, C29H30CdMgN10O12. The level of theory is ωB97M-V with the def2-TZVPD basis set.

Geometry as XYZ:
```
83
Properties=species:S:1:pos:R:3:forces:R:3:lowdin_spin:R:1
Mg 2.298820 0.226746 2.868103 -1.3 -2.4 -0.4 0.000
Cd 1.793160 -1.755494 -1.376777 1.4 -0.6 1.5 0.000
N 0.701720 -1.072334 5.288953 1.1 -3.3 4.3 0.000
O 1.228080 -2.189514 5.481373 -0.7 0.5 0.0 0.000
O 0.960980 -0.514984 4.246093 0.7 3.1 -4.5 0.000
O 0.039360 -0.512504 6.153813 -0.6 0.3 -0.2 0.000
N 3.810540 0.574526 0.126543 -2.0 2.1 0.7 0.000
O 3.504140 0.735446 1.339163 2.0 1.2 0.8 0.000
O 4.482030 1.369566 -0.516587 0.9 -0.1 0.7 0.004
O 3.127140 -0.254804 -0.430907 -0.1 -2.0 -1.9 0.003
N 0.043740 0.218246 0.591903 -1.6 1.0 1.4 0.001
O 0.656130 0.305756 1.668653 -0.3 1.0 0.0 0.000
O -0.916900 0.967326 0.322403 1.0 0.2 0.3 0.002
O 0.306500 -0.699404 -0.152707 -0.3 -1.1 -1.3 0.000
N 2.416340 -2.862744 1.659853 0.4 -0.9 4.6 0.000
O 2.615870 -1.823604 2.306983 0.6 1.6 0.3 0.000
O 2.204620 -2.784594 0.470933 -0.4 -1.0 -3.3 0.000
O 2.407360 -3.924884 2.277813 -0.1 0.3 -1.3 0.000
N 2.579720 3.388956 -1.727267 -0.9 0.8 1.5 0.039
C 1.335410 2.895906 -1.375427 2.1 -0.5 -0.7 0.357
C 1.011940 3.392946 -0.093327 -0.6 1.2 0.7 0.132
C 1.996340 4.280936 0.289333 -0.8 -0.6 -0.1 0.094
C 2.971440 4.240666 -0.710607 0.6 -0.2 -1.0 0.341
H 3.120540 3.162696 -2.549717 -0.1 -0.1 0.1 -0.002
H 0.909590 2.139306 -2.017797 -0.5 0.1 0.2 0.014
H 0.085590 3.252536 0.443853 0.0 -0.4 -0.2 0.002
H 2.003230 4.938926 1.145723 0.1 -0.2 0.0 0.000
H 3.892810 4.804116 -0.708327 0.1 -0.2 -0.3 0.012
N 1.282870 -0.332124 -2.834347 -0.9 3.1 -4.1 0.001
C 0.014880 0.080896 -3.186567 0.8 0.8 1.1 -0.001
C -0.280470 1.077206 -4.144357 0.4 -1.1 0.9 0.000
C 0.752020 1.630646 -4.866677 0.6 -0.8 0.1 0.000
C 2.063670 1.157406 -4.640407 -1.0 0.4 1.2 0.000
C 2.277090 0.219686 -3.599977 -0.6 0.1 -0.5 0.000
H -0.739840 -0.180374 -2.459557 -0.3 -0.6 -0.2 0.000
H -1.300630 1.419406 -4.236917 0.0 -0.1 -0.1 0.000
H 0.517060 2.397836 -5.589607 0.3 0.1 -0.1 0.000
H 2.829350 1.718026 -5.156007 0.6 -0.7 0.0 0.000
H 3.255450 -0.150114 -3.330827 0.3 0.3 -0.2 0.000
N 1.991660 2.108766 3.582413 0.2 2.5 0.4 0.000
C 3.124410 2.811136 3.819123 -0.7 0.1 -0.1 0.000
C 3.136410 4.056336 4.409343 -1.0 0.5 1.5 0.000
C 1.942960 4.609476 4.936383 0.5 -1.3 -1.6 0.000
C 0.743530 3.906166 4.647673 1.3 1.9 -0.2 0.000
C 0.817740 2.761076 3.905443 0.8 -2.4 0.4 0.000
H 4.090620 2.423316 3.532003 -0.1 -0.6 -0.2 0.000
H 4.087820 4.508966 4.646703 0.0 0.2 -0.2 0.000
H 2.003170 5.578336 5.409763 -0.3 -0.1 0.3 0.000
H -0.203330 4.378336 4.864273 -0.1 -0.3 0.2 0.000
H -0.069800 2.170396 3.732903 -0.1 0.0 -0.3 0.000
N -3.990470 -0.060184 -4.238127 -0.2 -1.3 0.5 0.000
C -3.890590 -1.090334 -3.386157 0.8 -0.2 -0.4 0.000
C -3.568040 -0.975394 -2.043537 -0.6 1.3 -0.2 0.000
C -3.403660 0.339096 -1.564287 0.4 -2.1 0.6 0.000
C -3.454310 1.380986 -2.447317 0.5 1.2 1.2 0.000
C -3.796420 1.145846 -3.737687 -0.6 -0.3 -1.9 0.000
H -3.940020 -2.074044 -3.829177 -0.3 -0.2 -0.1 0.000
H -3.521720 -1.840384 -1.398517 0.1 0.0 0.1 0.000
H -3.174870 0.435576 -0.513217 0.1 0.4 0.0 0.000
H -3.172250 2.370136 -2.118017 -0.3 0.2 0.1 0.000
H -3.989170 1.870156 -4.515257 0.3 0.8 0.4 0.000
N 0.176800 -2.960394 -1.892447 -3.4 -3.3 -1.9 0.000
C -0.610610 -3.455744 -0.882707 -0.6 -0.5 -1.6 0.000
C -1.733260 -4.294184 -1.110517 0.1 0.9 -1.1 0.000
C -2.174560 -4.559024 -2.439257 0.9 0.3 2.5 0.000
C -1.416700 -4.009454 -3.439777 0.3 -0.2 -1.0 0.000
C -0.250680 -3.329634 -3.199657 0.8 0.8 2.6 0.000
H -0.405260 -3.208724 0.148413 0.5 0.2 -0.1 0.000
H -2.287990 -4.572374 -0.226607 -0.1 -0.4 -0.1 0.000
H -2.999190 -5.208944 -2.692187 -0.2 0.1 0.3 0.000
H -1.710630 -4.211634 -4.459157 0.2 0.1 -0.2 0.000
H 0.401590 -3.106564 -4.031027 0.1 0.4 0.1 0.000
N -3.898460 -3.859404 2.184503 0.3 1.0 -0.5 0.000
C -4.239670 -2.538354 1.985133 1.1 -1.1 1.9 0.000
C -3.341200 -1.482724 2.180203 0.0 -0.8 -0.8 0.000
C -2.001020 -1.798984 2.399893 -0.6 -0.1 0.5 0.000
C -1.642540 -3.126944 2.495033 0.1 -1.6 -0.2 0.000
C -2.603250 -4.177924 2.416823 -1.2 2.5 -0.7 0.000
H -5.298690 -2.328554 2.014293 -0.2 -0.1 -0.6 0.000
H -3.680090 -0.461294 2.089393 0.0 0.1 0.2 0.000
H -1.270880 -1.048514 2.664653 0.2 0.2 -0.3 0.000
H -0.597180 -3.371594 2.612413 0.2 -0.1 0.4 0.000
H -2.437860 -5.241024 2.511033 0.5 0.0 0.2 0.000
```
Positions in Å, forces in eV/Å.

- DFT total energy: -2940.6558 Ha
- 2S+1: 2
- Lowest unoccupied orbital energy (alpha / beta): -3.59 / -7.19 eV
- <S²>: 0.76
- HOMO-LUMO gap (alpha / beta): 6.3 / 2.7 eV
- Total charge: +1

---

This record from the OMol25 dataset describes 2 unconnected molecules or ions with the total composition C29H30N2O. The level of theory is ωB97M-V with the def2-TZVPD basis set.

Geometry as XYZ:
```
62
Properties=species:S:1:pos:R:3:forces:R:3:mulliken_charge:R:1
C 6.479413 -0.609317 0.231772 -0.2 0.1 -0.1 -0.952
N 5.036056 -0.839317 0.250472 -0.7 0.6 -0.4 0.190
C 4.087064 0.046078 -0.192747 0.5 -1.0 0.7 -1.010
C 2.814053 -0.499843 -0.014567 -0.8 0.2 -0.3 0.436
C 1.593287 0.201470 -0.214598 0.2 -0.5 0.6 -0.367
C 0.286750 -0.359666 -0.163064 0.5 0.0 -0.3 0.609
C -0.004140 -1.669898 -0.606631 -0.5 0.2 0.4 -1.781
C -1.235974 -2.243904 -0.406639 0.4 -0.1 -0.2 1.095
C -2.255848 -1.500710 0.235763 -1.7 -0.5 0.2 0.477
N -3.531696 -2.049142 0.403218 1.0 0.0 0.5 0.026
C -3.883864 -3.367740 -0.162921 0.3 0.4 -0.1 -0.600
C -2.686909 -4.315018 -0.188118 0.2 0.0 0.1 -0.810
C -1.482453 -3.653242 -0.872979 -0.2 -0.4 -0.3 -1.043
C -4.641776 -1.259347 0.977769 0.4 0.1 -0.3 -0.629
C -4.149097 -0.256706 2.017369 0.2 0.0 0.1 -0.835
C -3.011832 0.604070 1.450028 -0.4 0.3 0.1 -0.945
C -1.989034 -0.182749 0.677690 0.1 0.0 0.3 0.750
C -0.758160 0.375330 0.438810 0.0 -0.2 -0.2 -1.211
C 3.010585 -1.795750 0.603214 0.1 -0.3 -0.1 1.163
C 2.125560 -2.750834 1.114858 0.3 0.2 0.0 0.092
C 2.624090 -3.895829 1.679096 0.1 -0.1 0.1 -0.946
C 4.001222 -4.113044 1.764972 -0.1 -0.1 -0.1 -0.747
C 4.892222 -3.167356 1.318817 0.4 0.6 -0.3 -0.885
C 4.397454 -1.990608 0.740105 -0.7 0.0 0.1 -0.313
H 7.007642 -1.464195 0.649866 -0.2 0.0 0.0 0.294
H 6.807329 -0.458100 -0.795505 0.1 0.0 0.0 0.346
H 6.726259 0.276243 0.816704 0.0 0.0 0.0 0.341
H 4.304206 1.024367 -0.589346 0.3 0.0 0.0 0.585
H 1.659211 1.279265 -0.233792 0.0 0.7 -0.1 0.568
H 0.762030 -2.228120 -1.114834 0.2 -0.2 -0.1 0.725
H -4.709522 -3.802326 0.411480 0.2 0.2 0.0 0.416
H -4.254790 -3.203600 -1.180451 0.0 -0.1 -0.1 0.263
H -2.421571 -4.594676 0.839886 0.0 0.2 -0.1 0.296
H -2.949198 -5.255884 -0.694634 0.0 0.4 0.1 0.376
H -1.640047 -3.636707 -1.958071 -0.1 -0.1 0.1 0.315
H -0.580336 -4.258775 -0.713152 -0.2 0.1 0.0 0.344
H -5.133906 -0.730950 0.154426 -0.1 0.1 0.0 0.273
H -5.386633 -1.935567 1.412683 0.3 0.0 -0.1 0.415
H -4.978327 0.380387 2.359640 0.2 -0.2 -0.2 0.378
H -3.798668 -0.794789 2.907750 0.0 0.0 -0.2 0.302
H -3.428229 1.377841 0.795040 0.0 -0.1 0.0 0.354
H -2.507192 1.140243 2.264971 -0.1 -0.1 -0.2 0.436
H -0.556694 1.378977 0.767877 0.1 0.4 0.1 0.620
H 1.068146 -2.580052 1.088652 -0.2 -0.1 0.1 0.432
H 1.941157 -4.635523 2.059933 -0.1 -0.2 0.1 0.452
H 4.364003 -5.040919 2.180685 0.1 0.0 0.1 0.386
H 5.952018 -3.328405 1.402845 0.3 -0.1 0.1 0.282
C -1.856066 4.822863 -3.384101 -0.2 -0.2 -0.4 -1.404
C -1.054133 5.176053 -2.183352 0.2 0.4 0.5 0.718
C -1.202405 6.429813 -1.588474 -0.4 0.2 -0.3 -0.521
C -0.459819 6.782347 -0.469215 -0.2 0.0 -0.3 -0.453
C 0.433424 5.909594 0.080910 0.1 -0.3 -0.1 -0.588
C 0.615918 4.610038 -0.484154 -1.0 1.0 -0.6 0.005
O 1.409925 3.792747 0.004279 1.8 -2.3 1.1 -0.796
C -0.160070 4.285394 -1.640189 -0.1 0.5 0.3 -0.212
H -1.640104 3.804072 -3.711683 0.0 0.0 0.0 0.316
H -2.922988 4.892632 -3.163833 -0.1 0.0 -0.1 0.308
H -1.630002 5.503244 -4.207419 -0.1 0.0 -0.1 0.300
H -1.903497 7.129960 -2.008783 -0.2 0.2 -0.1 0.347
H -0.591650 7.755819 -0.028339 -0.1 0.3 0.1 0.331
H 1.017129 6.176420 0.944525 0.2 0.0 0.2 0.430
H -0.019513 3.313369 -2.074504 0.1 -0.4 -0.2 0.258
```
Positions in Å, forces in eV/Å.

- DFT total energy: -1307.7472 Ha
- Lowest unoccupied orbital energy: -1.98 eV
- HOMO-LUMO gap: 2.8 eV
- Total charge: 0